Entry 1:
DFT (ωB97M-V/def2-TZVPD) results for 10 unconnected molecules or ions with the total composition C23H48BBr18F3O4P.

Cartesian coordinates (Å):
C: 7.496 1.009 -0.090
B: 7.586 0.175 -1.426
O: 8.707 0.304 -2.225
C: 6.450 -0.797 -1.915
O: 5.212 -0.408 -1.387
P: 4.245 -1.716 -0.695
O: 5.640 -2.763 -0.801
C: 6.640 -2.331 -1.682
C: 7.980 -2.811 -1.149
O: 8.184 -2.357 0.204
C: 9.442 -2.170 0.585
F: 10.160 -1.331 -0.203
F: 10.162 -3.335 0.626
F: 9.449 -1.659 1.820
H: 8.375 0.830 0.548
H: 7.494 2.078 -0.334
H: 6.615 0.740 0.493
H: 9.358 0.867 -1.790
H: 6.444 -0.699 -3.022
H: 3.060 -0.839 -0.602
H: 4.646 -1.242 0.618
H: 3.457 -2.783 -0.084
H: 3.770 -2.060 -1.997
H: 6.473 -2.864 -2.634
H: 8.795 -2.494 -1.807
H: 7.957 -3.906 -1.147
Br: -0.907 -5.359 -3.359
C: 0.081 -4.364 -1.998
C: 0.654 -3.091 -2.562
Br: 2.232 -3.454 -3.620
H: 0.850 -5.024 -1.611
H: -0.646 -4.153 -1.215
H: 0.997 -2.440 -1.757
H: -0.050 -2.554 -3.190
Br: 5.868 3.321 -2.577
C: 4.674 4.452 -1.544
C: 4.972 4.393 -0.069
Br: 4.328 2.747 0.734
H: 3.662 4.130 -1.767
H: 4.826 5.460 -1.924
H: 4.454 5.198 0.447
H: 6.037 4.455 0.139
Br: 0.387 5.600 3.562
C: 2.249 5.426 3.029
C: 2.681 6.592 2.180
Br: 1.965 6.491 0.376
H: 2.346 4.472 2.518
H: 2.823 5.401 3.952
H: 3.763 6.600 2.072
H: 2.351 7.541 2.590
Br: -4.064 -7.413 -4.469
C: -3.487 -8.181 -2.780
C: -4.592 -8.176 -1.759
Br: -4.917 -6.393 -1.046
H: -2.622 -7.605 -2.464
H: -3.184 -9.201 -3.007
H: -4.320 -8.789 -0.903
H: -5.536 -8.520 -2.170
Br: -3.799 5.679 2.847
C: -3.281 5.125 4.638
C: -3.802 6.060 5.694
Br: -2.786 7.720 5.754
H: -2.199 5.051 4.647
H: -3.710 4.134 4.773
H: -3.697 5.622 6.683
H: -4.840 6.332 5.528
Br: -5.626 6.717 8.865
C: -6.555 8.232 8.072
C: -5.659 9.435 7.947
Br: -5.365 10.299 9.665
H: -7.424 8.422 8.692
H: -6.876 7.897 7.087
H: -6.124 10.187 7.314
H: -4.681 9.179 7.551
Br: -6.789 4.167 0.688
C: -6.171 2.323 0.600
C: -4.849 2.141 1.297
Br: -3.370 2.830 0.246
H: -6.122 2.053 -0.449
H: -6.944 1.736 1.092
H: -4.642 1.082 1.434
H: -4.815 2.648 2.258
Br: -4.983 -2.680 -3.401
C: -3.555 -3.242 -2.206
C: -3.898 -3.006 -0.763
Br: -3.731 -1.141 -0.229
H: -2.660 -2.713 -2.520
H: -3.427 -4.306 -2.382
H: -3.196 -3.540 -0.126
H: -4.912 -3.310 -0.524
Br: -7.204 -9.328 -8.983
C: -7.998 -8.079 -7.720
C: -7.331 -8.138 -6.373
Br: -7.837 -9.731 -5.379
H: -9.055 -8.320 -7.669
H: -7.869 -7.093 -8.161
H: -7.644 -7.296 -5.759
H: -6.249 -8.151 -6.443

Its net charge is -1. The value obtained for the LUMO energy is 1.46 eV. The total energy comes out at -1311705.076 eV. For the gap between HOMO and LUMO, the calculation gives 0.2060 Ha.

Mulliken atomic charge list, values in e, 8 entries:
1 C -0.75
2 B 0.66
3 O -0.81
4 C 0.24
5 O -0.36
6 P 0.32
7 O -0.49
8 C 0.14

---

Entry 2:
DFT (ωB97M-V/def2-TZVPD) results for a molecular structure, C23H26As2CoF3O5S.

Cartesian coordinates (Å):
Co: -0.481 -0.116 -0.135
C: -1.705 -1.963 -0.248
C: -0.903 -2.096 -1.400
C: -1.235 -1.052 -2.282
C: -2.279 -0.300 -1.710
C: -2.558 -0.840 -0.437
H: -1.770 -2.678 0.558
H: -0.191 -2.878 -1.596
H: -0.792 -0.898 -3.252
H: -2.795 0.529 -2.165
H: -3.375 -0.550 0.205
C: -0.940 -1.609 3.261
As: -0.122 -0.031 2.376
C: -0.518 1.271 3.820
C: 1.751 -0.303 2.863
C: 2.186 -1.346 3.668
C: 3.527 -1.492 3.982
C: 4.456 -0.605 3.472
C: 4.032 0.417 2.641
C: 2.692 0.579 2.332
As: 2.046 2.023 1.189
C: 3.050 3.458 2.197
C: 3.301 1.933 -0.319
H: -0.550 -2.510 2.787
H: -2.020 -1.579 3.104
H: -0.744 -1.643 4.334
H: -0.172 0.901 4.789
H: -1.592 1.452 3.840
H: -0.018 2.209 3.574
H: 1.480 -2.070 4.053
H: 3.845 -2.304 4.622
H: 5.506 -0.713 3.712
H: 4.767 1.089 2.217
H: 4.126 3.298 2.219
H: 2.677 3.468 3.222
H: 2.852 4.435 1.756
H: 4.250 1.500 -0.016
H: 3.452 2.926 -0.744
H: 2.859 1.284 -1.069
F: 1.267 -3.401 0.590
C: 2.472 -3.097 0.086
F: 2.754 -4.036 -0.830
F: 3.350 -3.262 1.081
S: 2.587 -1.343 -0.606
O: 2.377 -1.499 -2.015
O: 3.900 -0.951 -0.186
O: 1.500 -0.682 0.110
O: -1.633 2.444 1.299
C: -0.956 2.697 0.303
O: -0.563 1.855 -0.564
C: -0.512 4.124 0.041
C: -0.963 5.167 0.839
C: -0.524 6.459 0.608
C: 0.363 6.721 -0.424
C: 0.821 5.681 -1.216
C: 0.391 4.388 -0.984
H: -1.656 4.945 1.638
H: -0.865 7.269 1.239
H: 0.695 7.734 -0.609
H: 1.520 5.884 -2.015
H: 0.738 3.563 -1.592

Its net charge is -1. The value obtained for the LUMO energy (spin up / spin down) is 2.58 / 2.87 eV. For the energy relative to the best compared isomer or geometry (same formula, charge and spin), the calculation gives 113.1 kJ/mol. The total energy comes out at -212804.190 eV. For the gap between HOMO and LUMO (spin up / spin down), the calculation gives 0.2641 / 0.3029 Ha. The spin multiplicity is 2. The expectation value of S² is 0.83.

Mulliken atomic charge list, values in e, 8 entries:
1 Co 0.72
2 C -0.70
3 C -0.38
4 C -0.72
5 C -0.56
6 C -0.84
7 H 0.67
8 H 0.63

---

Entry 3:
DFT (ωB97M-V/def2-TZVPD) results for a molecular structure, C3H6LiO5.

Cartesian coordinates (Å):
C: -1.204 0.687 0.517
C: -0.265 -0.495 0.298
O: -0.323 -1.610 1.166
C: 0.523 -2.662 0.853
O: 1.240 -2.548 -0.164
O: 0.311 -3.685 1.531
O: -0.915 1.664 -0.415
Li: -0.386 1.591 -2.224
H: -1.067 1.030 1.566
H: -2.238 0.299 0.380
H: 0.757 -0.090 0.422
H: -0.574 -0.906 -0.683
H: 0.693 2.179 -0.640
O: 1.311 2.512 -1.352
H: 2.139 2.034 -1.253

Its net charge is -1. The value obtained for the LUMO energy is 1.65 eV. For the energy relative to the best compared isomer or geometry (same formula, charge and spin), the calculation gives 0.0 kJ/mol. The total energy comes out at -13652.707 eV. For the gap between HOMO and LUMO, the calculation gives 0.1983 Ha.

Mulliken atomic charge list, values in e, 8 entries:
1 C -0.53
2 C 0.01
3 O -0.34
4 C 0.61
5 O -0.72
6 O -0.75
7 O -1.01
8 Li 0.86

---

Entry 4:
DFT (ωB97M-V/def2-TZVPD) results for a gas-phase ion, C6H15N5S (charge +2).

Cartesian coordinates (Å):
C: -0.228 0.250 -0.299
C: -2.092 -1.417 0.042
C: 3.719 1.113 -0.034
C: -3.191 2.182 0.986
C: 3.232 -0.380 0.053
C: 2.033 -0.671 -0.908
N: -1.023 1.305 -0.162
N: -3.046 -0.482 0.155
N: -0.792 -1.086 -0.214
N: -2.221 -2.712 0.235
N: 1.033 0.394 -0.788
S: -2.644 1.229 -0.400
H: 3.765 1.499 -1.003
H: 2.980 1.864 0.576
H: 4.682 1.249 0.406
H: -3.387 1.633 1.879
H: -4.228 2.546 0.777
H: -2.404 2.845 1.272
H: 3.123 -0.577 1.060
H: 4.009 -1.050 -0.286
H: 2.383 -0.397 -1.885
H: 1.661 -1.663 -0.897
H: -3.919 -0.842 0.217
H: -0.118 -1.717 -0.642
H: -3.146 -3.158 0.475
H: -1.482 -3.348 0.238
H: 1.297 1.392 -0.854

Its net charge is +2. The value obtained for the LUMO energy (spin up / spin down) is -7.47 / -11.54 eV. For the energy relative to the best compared isomer or geometry (same formula, charge and spin), the calculation gives 75.8 kJ/mol. The total energy comes out at -24729.384 eV. For the gap between HOMO and LUMO (spin up / spin down), the calculation gives 0.2363 / 0.2409 Ha. The spin multiplicity is 3. The expectation value of S² is 2.03.

Mulliken atomic charge list, values in e, 8 entries:
1 C 0.49
2 C 0.71
3 C -1.26
4 C -0.79
5 C -0.32
6 C -0.66
7 N -0.35
8 N -0.28